{
  "formula": "C2H4N4O",
  "method": "the ωB97M-V functional and the def2-TZVPD basis",
  "de_lowest_kj_mol": 382.98,
  "smiles": "Nc1[nH]nnc1O",
  "total_energy_ha": -372.754459,
  "elements": ["C", "C", "H", "H", "H", "H", "N", "N", "N", "N", "O"],
  "coordinates": [[0.2125, -0.4107, -0.0065], [-0.3699, 0.8313, -0.0737], [1.9562, -0.7221, 0.8720], [2.1752, -0.2392, -0.6149], [-1.3090, -2.1311, -0.1048], [-0.0451, 2.7520, -0.1709], [1.6298, -1.0864, -0.0550], [-1.0532, -1.1805, 0.0530], [-2.0800, -0.4208, 0.0464], [-1.5748, 0.7778, -0.0500], [0.4583, 1.8298, 0.1045]]
}

***

{
  "formula": "C21H60O9",
  "method": "the ωB97M-V functional and the def2-TZVPD basis",
  "de_lowest_kj_mol": 255.16,
  "smiles": "CC(C)O.CC(C)O.CC(C)O.CCO.CCO.CCO.CCO.CCO.CCO",
  "total_energy_ha": -1513.150312,
  "elements": ["C", "C", "O", "H", "H", "H", "H", "H", "H", "C", "C", "O", "H", "H", "H", "H", "H", "H", "C", "C", "O", "H", "H", "H", "H", "H", "H", "C", "C", "O", "H", "H", "H", "H", "H", "H", "C", "C", "O", "H", "H", "H", "H", "H", "H", "C", "C", "O", "H", "H", "H", "H", "H", "H", "C", "C", "C", "O", "H", "H", "H", "H", "H", "H", "H", "H", "C", "C", "C", "O", "H", "H", "H", "H", "H", "H", "H", "H", "C", "C", "C", "O", "H", "H", "H", "H", "H", "H", "H", "H"],
  "coordinates": [[18.4655, 9.7056, 11.2058], [17.2210, 9.9476, 10.3815], [16.9889, 8.9384, 9.3981], [19.3455, 9.9402, 10.6018], [18.5334, 8.6756, 11.5487], [18.4577, 10.4689, 11.9859], [17.3839, 10.9192, 9.8985], [16.3081, 9.9914, 10.9861], [16.2904, 9.2600, 8.8195], [13.2983, 12.3028, 3.9982], [13.5665, 10.8727, 4.5050], [14.3175, 10.9893, 5.7199], [12.4672, 12.3667, 3.2932], [14.1591, 12.7791, 3.5301], [13.0544, 12.9337, 4.8530], [14.1417, 10.2706, 3.8030], [12.6168, 10.3833, 4.6951], [15.0365, 11.6089, 5.5707], [21.1228, 15.5052, 5.2495], [20.6120, 15.1796, 6.6372], [20.9945, 13.8826, 7.0524], [20.8005, 16.5046, 4.9516], [20.6914, 14.8112, 4.5255], [22.2100, 15.4852, 5.1855], [19.5229, 15.3468, 6.6915], [20.9335, 15.9267, 7.3784], [21.0273, 13.9135, 8.0229], [22.0082, 12.7503, 1.7190], [23.3835, 12.5092, 1.1156], [24.2350, 11.8937, 2.0953], [21.3112, 13.0689, 0.9382], [22.0440, 13.5401, 2.4764], [21.5786, 11.9049, 2.2560], [23.8248, 13.4567, 0.7991], [23.3432, 11.8009, 0.2932], [24.2655, 12.4353, 2.8876], [21.4539, 8.6034, 8.8298], [22.7123, 7.7283, 8.7024], [23.2845, 7.4940, 9.9745], [21.5926, 9.4286, 9.5273], [20.6792, 7.9271, 9.1970], [21.1254, 9.0375, 7.8837], [23.3690, 8.2552, 7.9960], [22.4902, 6.8021, 8.1713], [24.0101, 8.1141, 10.0815], [16.2658, 14.0670, 2.2293], [17.4119, 14.9057, 2.7813], [18.6516, 14.2259, 2.5572], [15.3665, 14.6954, 2.2546], [16.1082, 13.1415, 2.7740], [16.4183, 13.9244, 1.1588], [17.3447, 15.0840, 3.8568], [17.4083, 15.8532, 2.2340], [18.8720, 13.9149, 3.4415], [21.0966, 12.3999, 11.3185], [19.9046, 13.1125, 10.6360], [18.9684, 13.7239, 11.6684], [20.4279, 14.1818, 9.8398], [20.8283, 11.9295, 12.2669], [21.7773, 13.1865, 11.6562], [21.5759, 11.7307, 10.6103], [19.3867, 12.4622, 9.9325], [18.3490, 12.9660, 12.1606], [18.2253, 14.3836, 11.2177], [19.5490, 14.2716, 12.4129], [20.7292, 14.9327, 10.3569], [19.0708, 10.2979, 1.2191], [19.9326, 9.7219, 0.1204], [21.3441, 9.3172, 0.5658], [19.1762, 8.7094, -0.5247], [18.8485, 9.4940, 1.9282], [18.1215, 10.6682, 0.8270], [19.4503, 11.1433, 1.7912], [20.0792, 10.4997, -0.6436], [21.3737, 9.0481, 1.6222], [22.0697, 10.1134, 0.4220], [21.6485, 8.4931, -0.0820], [19.5275, 8.4965, -1.3908], [19.4606, 11.1086, 4.9934], [18.3883, 11.6434, 5.9449], [18.7407, 11.3205, 7.3725], [18.3422, 13.0552, 5.6785], [19.8733, 10.1252, 5.2551], [20.4092, 11.6640, 4.9521], [19.1792, 11.1340, 3.9404], [17.4403, 11.1700, 5.6892], [18.4167, 10.2783, 7.5067], [18.2461, 11.8862, 8.1587], [19.8136, 11.2264, 7.5560], [19.2062, 13.4157, 5.9209]]
}

***

| no. | HOMO level (Ha) |
| --- | --- |
| 1 | -0.3304 |
| 2 | -0.3674 |